Record 1
A cluster of 8 separate species, C41H101O29P2S7 in total. Source: OMol25; level of theory: ωB97M-V with the def2-TZVPD basis set.

```
! wB97M-V def2-TZVPD RIJCOSX def2/J DEFGRID3
* xyz -1 1
C -3.69421 1.38200 -6.06976
C -3.00041 0.48992 -5.04574
C -1.52860 0.20702 -5.39305
C -1.06798 -1.23643 -5.11258
C -0.04661 -1.33353 -3.96410
O -0.16495 -0.32409 -3.03491
P 0.97324 -0.61481 -1.68401
C -0.45313 -0.46851 -0.44177
C -1.41463 0.68995 -0.68641
C -2.47530 0.93332 0.41258
C -2.09924 0.61234 1.86518
C -1.28376 1.65966 2.67304
C -0.53445 2.78215 1.93737
C 0.87717 2.49397 1.40882
C 1.79258 1.84755 2.44761
C 3.29106 2.09892 2.23314
C 3.83903 1.97704 0.79723
C 3.91965 3.31605 0.03056
C 3.17259 3.31518 -1.29949
O 3.05723 4.62264 -1.85245
C 1.99546 5.38014 -1.31918
O 0.64621 -2.38081 -1.97252
C -0.05111 -2.66078 -3.13239
C 0.62857 -3.78965 -3.93192
O 1.26091 -4.76582 -3.12526
O 0.23116 -5.51437 -2.46490
P -1.78599 -3.10359 -2.60931
O -2.83439 -2.06562 -2.51675
O -1.57938 -3.91768 -1.22969
O -2.26274 -4.30680 -3.59532
H -3.21840 2.36656 -6.11240
H -4.75038 1.52815 -5.83036
H -3.63416 0.95120 -7.07419
H -3.04282 0.97104 -4.06503
H -3.54592 -0.45226 -4.94293
H -0.89458 0.87631 -4.81082
H -1.36069 0.44581 -6.44993
H -1.94892 -1.84650 -4.89701
H -0.60539 -1.65845 -6.01011
H 0.96606 -1.30730 -4.41137
H 1.24248 0.79899 -1.51352
H 1.90207 -0.99702 -0.65372
H 2.01784 -0.69638 -2.68204
H 0.05236 -0.36490 0.52758
H -1.00838 -1.40928 -0.39822
H -0.83912 1.60324 -0.87922
H -1.94655 0.48536 -1.61648
H -3.35666 0.33057 0.16611
H -2.82671 1.97044 0.35954
H -3.03578 0.46933 2.41552
H -1.58876 -0.35180 1.90380
H -0.56883 1.13748 3.31650
H -1.98229 2.14424 3.36605
H -0.41870 3.60129 2.65847
H -1.15248 3.17989 1.12628
H 0.85749 1.88583 0.50451
H 1.30466 3.46303 1.12188
H 1.53549 2.26081 3.43208
H 1.59680 0.77074 2.48758
H 3.83736 1.39717 2.87337
H 3.51252 3.10274 2.61051
H 3.25786 1.24959 0.21995
H 4.84382 1.55191 0.86474
H 4.96232 3.57393 -0.18026
H 3.51949 4.12302 0.65472
H 2.17792 2.87087 -1.18963
H 3.71218 2.71810 -2.03848
H 1.56266 5.98513 -2.11917
H 1.21039 4.73289 -0.91263
H 2.33790 6.05247 -0.52247
H -0.06801 -4.27305 -4.62210
H 1.46519 -3.36741 -4.49498
H 0.15555 -5.01729 -1.63255
H -2.10938 -3.48740 -0.54220
H -3.05176 -4.00666 -4.06925
O 2.57945 4.51253 4.53017
S 2.29874 4.54138 5.93311
O 0.92897 4.63905 6.34326
O 3.15707 5.68555 6.62179
C 3.16098 6.98719 5.96638
C 1.84644 7.71510 6.12305
C 3.03804 3.16129 6.72794
H 3.41292 6.83514 4.91640
H 3.98677 7.51166 6.44210
H 1.05150 7.19977 5.58877
H 1.92922 8.72005 5.70797
H 1.55653 7.78823 7.17109
H 4.07809 3.09729 6.42060
H 2.48405 2.28516 6.39481
H 2.94385 3.28521 7.80344
O -5.30632 0.30762 3.77086
S -6.30134 0.18309 2.74830
O -6.19288 0.97017 1.56129
O -7.73040 0.42591 3.41392
C -7.87554 1.62188 4.21921
C -8.03038 2.87326 3.38304
C -6.52290 -1.50431 2.31544
H -7.02242 1.68680 4.89562
H -8.76793 1.42582 4.81057
H -7.11846 3.10354 2.83556
H -8.26579 3.71228 4.03968
H -8.83932 2.75416 2.66241
H -6.62813 -2.08977 3.22413
H -5.62699 -1.79265 1.76849
H -7.39998 -1.58743 1.67973
O 6.82660 1.94556 -6.97997
S 7.26757 2.17116 -5.63510
O 6.57930 1.53683 -4.55706
O 7.35920 3.73424 -5.38493
C 6.17874 4.52867 -5.69598
C 5.12473 4.46286 -4.61621
C 8.98731 1.82202 -5.50538
H 5.80060 4.21003 -6.66790
H 6.57847 5.53592 -5.79724
H 4.66789 3.47821 -4.53698
H 4.34008 5.18548 -4.84205
H 5.55104 4.71519 -3.64568
H 9.51127 2.32464 -6.31310
H 9.08555 0.74208 -5.59134
H 9.33508 2.15881 -4.53265
O -1.37141 7.89103 4.94276
S -1.74020 7.59823 3.58772
O -1.10869 8.32724 2.53072
O -3.32078 7.73620 3.46038
C -3.91776 8.95758 3.95843
C -3.73661 10.12326 3.01116
C -1.61255 5.87484 3.28852
H -3.50497 9.16532 4.94648
H -4.96884 8.70012 4.07346
H -2.69217 10.42025 2.93824
H -4.31759 10.97170 3.37604
H -4.08687 9.86180 2.01287
H -2.11221 5.34031 4.09154
H -0.54867 5.64505 3.28202
H -2.05333 5.64903 2.32098
O -1.87088 -9.07516 -7.66556
S -1.89371 -9.89865 -6.49235
O -3.16169 -10.26726 -5.93803
O -0.97268 -9.26044 -5.38600
C -1.13939 -7.84712 -5.05367
C -2.34051 -7.57652 -4.18570
C -0.94066 -11.35383 -6.76324
H -1.16391 -7.27776 -5.98312
H -0.21864 -7.60140 -4.52852
H -3.27798 -7.73512 -4.71906
H -2.27494 -6.53860 -3.86524
H -2.33594 -8.22149 -3.30654
H 0.02621 -11.06885 -7.16826
H -1.49578 -11.95857 -7.47685
H -0.83160 -11.88170 -5.81949
O 4.92731 -12.44033 -4.04598
S 3.66785 -12.80057 -3.46546
O 2.66433 -13.38043 -4.30653
O 3.07826 -11.56032 -2.68575
C 3.03561 -10.27830 -3.37982
C 1.92718 -10.21901 -4.40262
C 3.92251 -13.84389 -2.07260
H 4.01588 -10.09414 -3.81924
H 2.87975 -9.56163 -2.57715
H 2.12030 -10.89268 -5.23691
H 1.84674 -9.20236 -4.78756
H 0.97237 -10.49078 -3.95457
H 4.66964 -13.38996 -1.42803
H 4.27352 -14.79685 -2.46217
H 2.97461 -13.96823 -1.55629
O 0.67451 0.27922 9.17650
S -0.53185 -0.22368 8.58445
O -0.47266 -0.78807 7.27340
O -1.64309 0.90159 8.65459
C -1.27560 2.21840 8.14835
C -1.32906 2.31291 6.64376
C -1.30012 -1.37147 9.67342
H -0.28709 2.46383 8.53729
H -1.99801 2.88422 8.61568
H -0.57488 1.68720 6.16834
H -1.13418 3.34783 6.36458
H -2.30599 2.01120 6.26487
H -1.35988 -0.93089 10.66435
H -0.66869 -2.25715 9.67959
H -2.28546 -1.60960 9.28221
*
```

Calculated values
* E_HOMO: -4.72 eV

Record 2
A cluster of 3 separate species, C19H29N2O4S2 in total. Source: OMol25; level of theory: ωB97M-V with the def2-TZVPD basis set.

```
! wB97M-V def2-TZVPD RIJCOSX def2/J DEFGRID3
* xyz 1 1
C 5.24415 2.68910 3.55179
N 4.07305 2.67323 2.59401
C 3.20893 3.79234 2.02826
N 2.12657 3.16381 1.12615
C 2.40120 1.67701 1.17193
C 1.69836 0.39216 0.43499
C 2.77154 -0.09218 -0.75284
C 2.98337 1.00770 -1.99335
C 4.00302 0.69376 -3.24918
C 4.81773 -0.74619 -3.20541
C 4.63540 -1.83215 -1.94878
C 3.57829 -1.53715 -0.69129
C 3.68132 1.29101 2.12065
H 6.20577 2.32918 2.98361
H 5.01516 1.84794 4.36733
H 5.36790 3.70018 4.12804
H 3.35403 4.95572 2.24863
H 1.36863 3.62566 0.57731
H 0.67988 0.65656 -0.07705
H 1.60635 -0.47259 1.25299
H 2.42951 2.04388 -2.00832
H 4.11017 1.49155 -4.10388
H 5.56269 -0.95812 -4.08325
H 5.29378 -2.80392 -2.02406
H 3.45051 -2.30093 0.20765
H 4.11517 0.22486 2.33112
C -4.28233 1.69300 -0.52578
C -3.68440 2.42295 0.67598
C -2.24203 1.94417 0.83226
S -1.69317 1.47030 -0.80049
O -1.45459 0.04233 -0.80985
O -0.70739 2.42440 -1.26780
C -3.23850 1.78993 -1.62840
H -5.23531 2.13229 -0.83481
H -4.46074 0.64204 -0.26871
H -3.69616 3.50363 0.48911
H -4.26165 2.24143 1.58797
H -1.59478 2.73616 1.21742
H -2.18011 1.06475 1.47914
H -3.39065 1.06414 -2.42906
H -3.19405 2.80239 -2.04070
C -3.11479 -4.80972 0.47801
C -2.12974 -3.64199 0.50426
C -2.36557 -2.81456 -0.75821
S -4.08014 -3.05381 -1.19939
O -4.13665 -3.75783 -2.46323
O -4.80935 -1.82373 -0.96356
C -4.46070 -4.20566 0.10599
H -3.15848 -5.32592 1.44147
H -2.80615 -5.53672 -0.28268
H -2.31949 -3.02465 1.39073
H -1.09305 -3.98827 0.56143
H -2.18048 -1.75175 -0.58301
H -1.74923 -3.16808 -1.58937
H -5.18098 -4.94574 -0.24681
H -4.88183 -3.63785 0.94103
*
```

Calculated values
* E_HOMO: -10.81 eV

Record 3
A structure of composition C20H15AsF5N4O6ReS2Se. Source: OMol25; level of theory: ωB97M-V with the def2-TZVPD basis set.

```
! wB97M-V def2-TZVPD RIJCOSX def2/J DEFGRID3
* xyz 1 2
Re -2.12284 -0.13755 -0.48811
C -0.76137 -3.56057 1.78761
C -1.45640 -2.63703 0.84986
N -1.31262 -1.32805 0.88835
N -0.64360 -0.71931 1.91812
C -1.15353 0.45712 2.35807
N -0.51876 1.11936 3.31733
S -2.65376 0.96546 1.75083
C -2.42225 -3.01501 -0.14688
C -2.75440 -4.32549 -0.50400
C -3.71098 -4.55085 -1.46857
C -4.34378 -3.45426 -2.05483
C -3.98954 -2.18497 -1.65006
N -3.05120 -1.94255 -0.72580
H -0.93612 -3.26157 2.82097
H -1.10161 -4.58348 1.66452
H 0.31515 -3.53814 1.62063
H 0.28218 -1.05033 2.18367
H 0.36844 0.80731 3.67660
H -0.88306 2.00993 3.61557
H -2.22996 -5.14978 -0.05278
H -3.94346 -5.55575 -1.78291
H -5.08660 -3.57784 -2.82471
H -4.46149 -1.31443 -2.09014
O -2.75455 1.28796 -2.24941
As -1.29315 0.58714 -3.22599
O -1.88777 0.19645 -4.65559
O -1.17007 -0.75881 -2.23180
C -0.13248 2.15870 -3.35896
C -0.01882 2.76468 -4.60072
C 0.65541 3.97706 -4.69083
C 1.15177 4.59519 -3.55033
C 1.06491 3.96459 -2.31568
C 0.44442 2.73595 -2.24884
S 0.45528 1.67909 -0.84175
O 1.27194 2.19986 0.24216
O 0.93650 0.39497 -1.32837
O -0.95002 1.58527 -0.39252
H -3.54146 1.25690 -2.80970
H -0.45560 2.27198 -5.46367
H 0.78312 4.44687 -5.65576
H 1.60566 5.57246 -3.61607
H 1.48231 4.39315 -1.41547
F 5.78642 0.67814 5.61436
C 5.03926 0.57773 4.52222
C 3.96842 -0.32028 4.48675
F 3.66228 -1.06801 5.54622
C 3.21841 -0.41472 3.32886
F 2.14448 -1.24311 3.29464
C 3.51335 0.29629 2.16467
Se 2.55421 -0.04678 0.56071
C 4.56776 1.20817 2.23521
F 4.85422 1.93174 1.15767
C 5.31353 1.36584 3.39861
F 6.30181 2.25333 3.43606
*
```

Calculated values
* E_HOMO (spin up / spin down): -10.30 / -10.03 eV

Record 4
A structure of composition C16H11AlBr2N3O3. Source: OMol25; level of theory: ωB97M-V with the def2-TZVPD basis set.

```
! wB97M-V def2-TZVPD RIJCOSX def2/J DEFGRID3
* xyz 1 1
Al 1.08247 -0.33178 -1.66381
O 1.48217 1.24534 -2.30927
N 1.63608 2.11747 -1.34425
N 1.60276 1.62541 -0.20583
O 1.43835 0.32035 -0.04623
C 1.66016 2.40062 0.95265
C 1.21230 3.72067 0.92099
C 1.20148 4.44339 2.09654
C 1.64120 3.86485 3.28087
C 2.10670 2.55724 3.29650
C 2.11011 1.81062 2.13281
H 0.86621 4.14915 -0.00630
H 0.84491 5.45990 2.09682
H 1.62384 4.43948 4.19287
H 2.46804 2.12205 4.21338
H 2.46996 0.79247 2.12234
C -2.01413 1.15769 -1.78815
C -1.95260 -0.26633 -1.36842
C -3.05546 -0.96366 -0.85504
C -2.93260 -2.27344 -0.45243
C -1.69673 -2.93273 -0.58799
C -1.40826 -4.27049 -0.21687
Br -2.76096 -5.33834 0.56146
C -0.15518 -4.79994 -0.39998
C 0.87446 -4.04047 -0.97517
Br 2.58698 -4.78043 -1.20067
C 0.64827 -2.73171 -1.35730
O 1.59060 -1.93504 -1.89750
C -0.63220 -2.18257 -1.13864
N -0.77494 -0.87189 -1.48319
H -3.03758 1.50616 -1.88614
H -1.49573 1.28572 -2.74081
H -1.50795 1.77357 -1.04243
H -4.00307 -0.45582 -0.76843
H -3.77711 -2.80242 -0.03235
H 0.05749 -5.81512 -0.10002
*
```

Calculated values
* E_HOMO: -11.55 eV

Please write out number 2 again, unchanged.
A cluster of 3 separate species, C19H29N2O4S2 in total. Source: OMol25; level of theory: ωB97M-V with the def2-TZVPD basis set.

```
! wB97M-V def2-TZVPD RIJCOSX def2/J DEFGRID3
* xyz 1 1
C 5.24415 2.68910 3.55179
N 4.07305 2.67323 2.59401
C 3.20893 3.79234 2.02826
N 2.12657 3.16381 1.12615
C 2.40120 1.67701 1.17193
C 1.69836 0.39216 0.43499
C 2.77154 -0.09218 -0.75284
C 2.98337 1.00770 -1.99335
C 4.00302 0.69376 -3.24918
C 4.81773 -0.74619 -3.20541
C 4.63540 -1.83215 -1.94878
C 3.57829 -1.53715 -0.69129
C 3.68132 1.29101 2.12065
H 6.20577 2.32918 2.98361
H 5.01516 1.84794 4.36733
H 5.36790 3.70018 4.12804
H 3.35403 4.95572 2.24863
H 1.36863 3.62566 0.57731
H 0.67988 0.65656 -0.07705
H 1.60635 -0.47259 1.25299
H 2.42951 2.04388 -2.00832
H 4.11017 1.49155 -4.10388
H 5.56269 -0.95812 -4.08325
H 5.29378 -2.80392 -2.02406
H 3.45051 -2.30093 0.20765
H 4.11517 0.22486 2.33112
C -4.28233 1.69300 -0.52578
C -3.68440 2.42295 0.67598
C -2.24203 1.94417 0.83226
S -1.69317 1.47030 -0.80049
O -1.45459 0.04233 -0.80985
O -0.70739 2.42440 -1.26780
C -3.23850 1.78993 -1.62840
H -5.23531 2.13229 -0.83481
H -4.46074 0.64204 -0.26871
H -3.69616 3.50363 0.48911
H -4.26165 2.24143 1.58797
H -1.59478 2.73616 1.21742
H -2.18011 1.06475 1.47914
H -3.39065 1.06414 -2.42906
H -3.19405 2.80239 -2.04070
C -3.11479 -4.80972 0.47801
C -2.12974 -3.64199 0.50426
C -2.36557 -2.81456 -0.75821
S -4.08014 -3.05381 -1.19939
O -4.13665 -3.75783 -2.46323
O -4.80935 -1.82373 -0.96356
C -4.46070 -4.20566 0.10599
H -3.15848 -5.32592 1.44147
H -2.80615 -5.53672 -0.28268
H -2.31949 -3.02465 1.39073
H -1.09305 -3.98827 0.56143
H -2.18048 -1.75175 -0.58301
H -1.74923 -3.16808 -1.58937
H -5.18098 -4.94574 -0.24681
H -4.88183 -3.63785 0.94103
*
```

Calculated values
* E_HOMO: -10.81 eV